No. 1
13
Properties=species:S:1:pos:R:3:forces:R:3 method="wB97M-V/def2-TZVPD" lumo_energy_ev=0.358 smiles="O=NN1C=CCC1" e_tot_ha=-340.66297 homo_lumo_gap_ev=8.94
O 2.11466 2.75280 2.12125 -2.3726 -2.2670 -0.2508
N 1.04511 2.09483 2.19238 1.3876 0.7589 -0.9881
C 1.73372 0.69833 0.28118 -0.7966 -1.6800 -2.3188
C 1.09979 -0.15726 -0.58628 1.6806 1.3814 1.0988
N 0.83110 1.15295 1.23043 1.0071 1.7382 1.6077
C -0.34618 -0.28949 -0.21779 0.1632 -1.5223 0.4132
C -0.46598 0.50488 1.09340 -0.1590 -0.7903 0.4595
H 2.76859 0.99800 0.24396 -0.1218 0.1813 0.3240
H 1.61939 -0.67292 -1.39954 -0.3920 0.2366 0.3499
H -1.01144 0.10629 -0.96349 -0.2694 0.1199 -0.4949
H -0.59649 -1.37779 -0.07706 0.0232 1.0272 -0.1002
H -1.25085 1.23497 1.00856 -0.2481 0.3551 0.2512
H -0.66213 -0.16627 1.95231 0.0978 0.4612 -0.3514



No. 2
13
Properties=species:S:1:pos:R:3:forces:R:3 method="wB97M-V/def2-TZVPD" charge=-1 lumo_energy_ev="3.528 / 3.532" e_tot_ha=-361.01932 homo_lumo_gap_ev="6.64 / 6.66"
C -0.19364 0.10841 0.31486 1.6752 -1.6790 -1.3143
C 2.16747 0.16016 0.45483 -3.3229 3.7116 -4.0071
C -2.11003 -0.74664 -0.09978 3.8219 1.7026 -0.6035
C -1.58798 0.75033 -0.10377 -1.5240 1.2439 1.2671
N -0.66154 -1.09324 0.02472 1.1203 -0.8434 2.4620
O -0.14146 -2.27767 0.08979 -0.2202 0.5242 -0.5551
O -2.21938 1.50724 0.73404 -0.0596 0.7549 0.1323
H 2.12908 -0.45829 -0.39119 0.5242 -0.8328 -0.8962
H 2.45924 1.22985 0.34474 -0.3081 -1.1043 0.0900
H -2.72296 -0.87064 0.72160 -0.8174 -0.5728 1.8656
H -2.47240 -1.14292 -0.97404 -1.0207 -0.8816 -2.2406
H -1.46610 1.14080 -1.11104 0.0743 0.1475 -0.9220
H 2.06113 -0.22155 1.34443 0.0568 -2.1708 4.7218



No. 3
20
Properties=species:S:1:pos:R:3:forces:R:3 method="wB97M-V/def2-TZVPD" lumo_energy_ev=0.635 smiles=C[C@H](N)CO.O.O e_tot_ha=-402.54607 homo_lumo_gap_ev=10.47
C 0.02522 -0.41331 -1.22538 -0.3105 -1.0390 0.4399
O -0.24820 0.05237 -2.52293 0.4990 -0.0079 -0.4276
C 0.42445 0.68271 -0.28108 -0.3045 1.9539 0.4497
C 1.33566 0.30016 0.87805 0.1832 -1.0986 -0.8000
N -0.82346 1.39629 0.16900 0.7033 0.3698 0.5602
H 0.77669 -1.20154 -1.29537 0.2767 0.1885 -0.1473
H -0.86501 -0.90734 -0.82260 0.0030 -0.0170 0.1468
H -1.15749 0.32841 -2.56600 -0.4312 0.2492 0.0783
H 0.98347 1.42586 -0.86266 -0.0443 -0.2082 -0.1853
H 1.56875 1.10549 1.56463 -0.1689 0.2590 -0.0326
H 0.95032 -0.55976 1.43294 -0.0629 0.0859 0.1105
H 2.26344 -0.02118 0.39358 0.1699 -0.0693 0.3708
H -0.63222 2.40248 0.19324 -0.0732 -0.2885 -0.4231
H -0.89405 1.22577 1.17256 -0.4284 -0.3800 -0.1542
H 3.69478 -3.53625 2.64742 0.6937 -0.5617 -0.3089
H 3.26264 -2.08393 2.56962 0.1722 0.4040 -0.2089
O 3.02636 -2.93271 2.93049 -0.8746 0.1734 0.5057
H -4.42309 0.22473 -1.80536 -0.2978 0.0944 0.3154
H -4.39059 1.67337 -1.36413 -0.4565 -0.5949 0.3038
O -4.87768 0.83838 -1.20603 0.7519 0.4872 -0.5933



No. 4
13
Properties=species:S:1:pos:R:3:forces:R:3 method="wB97M-V/def2-TZVPD" lumo_energy_ev=0.787 e_tot_ha=-663.68446 homo_lumo_gap_ev=9.60
C 0.49191 0.79004 1.22039 0.3436 -0.8156 -0.8997
C -0.18425 0.10248 -0.98775 -0.0038 0.6118 -0.0814
C -0.69824 -1.28464 -0.71794 -0.6064 -0.3350 0.2568
C 0.76477 -0.98868 -0.63754 0.6823 -0.2420 -0.1556
H -0.11077 2.16474 2.32936 -0.1264 0.3137 0.1382
H -1.06720 1.61959 0.20241 0.1682 -0.1341 -0.1097
H -0.17476 0.49532 -2.01189 -0.1226 -0.1556 0.5084
H -1.21903 -1.48021 0.23371 0.2569 0.1930 -0.5949
H -1.05820 -1.83962 -1.58182 0.0852 0.0074 0.2275
H 1.44690 -1.37220 -1.39577 -0.2184 0.0992 0.2376
N 0.50886 1.36520 2.33325 -0.0766 0.2206 0.4917
N -0.21267 1.09455 0.05688 -0.0782 -0.0276 0.0990
S 1.51266 -0.66655 0.95671 -0.3039 0.2641 -0.1181



Computed values of maximum force (unit: eV/Å) for the preceding records, in sequence: 3.291 6.393 2.028 1.262.